{
  "formula": "CH3N3O",
  "method": "the ωB97M-V functional and the def2-TZVPD basis",
  "homo_energy_ev": -9.080,
  "molar_mass_g_mol": 73.06,
  "charge": 0,
  "e_lumo_ev": 1.00,
  "homo_lumo_gap_ev": 10.08,
  "elements": ["C", "N", "N", "N", "O", "H", "H", "H"],
  "coordinates": [[0.3677, -0.6036, -0.5748], [-0.8547, -0.3589, -0.0596], [0.9487, 0.4959, 0.0970], [-0.2872, 0.6895, 0.7342], [0.7061, -1.3269, -1.4548], [-1.7630, -0.7515, 0.0723], [1.6579, 0.3110, 0.6946], [-0.7754, 1.5446, 0.4911]]
}


{
  "formula": "CH3N3O2",
  "method": "the ωB97M-V functional and the def2-TZVPD basis",
  "homo_energy_ev": [-6.219, -11.122],
  "molar_mass_g_mol": 89.05,
  "charge": 0,
  "e_lumo_ev": [0.94, -2.01],
  "spin_multiplicity": 3,
  "homo_lumo_gap_ev": [7.16, 9.11],
  "elements": ["C", "N", "N", "N", "O", "O", "H", "H", "H"],
  "coordinates": [[0.3800, 0.9250, 0.4033], [-2.1934, -0.4415, -0.2034], [-1.9948, 0.6465, -0.1485], [0.4151, -0.3435, 0.1639], [-0.2023, -1.2751, 0.5480], [1.2442, -0.6556, -0.9268], [1.1111, 1.5599, -0.1034], [0.2197, 1.2644, 1.3560], [1.0204, -1.6801, -1.0891]]
}


{
  "formula": "CH3N3O2S",
  "method": "the ωB97M-V functional and the def2-TZVPD basis",
  "homo_energy_ev": [-7.806, -10.685],
  "molar_mass_g_mol": 121.12,
  "charge": 0,
  "e_lumo_ev": [0.59, -3.23],
  "spin_multiplicity": 3,
  "homo_lumo_gap_ev": [8.40, 7.45],
  "elements": ["C", "N", "N", "N", "O", "O", "S", "H", "H", "H"],
  "coordinates": [[0.0559, 0.4772, -0.0730], [-0.7214, 1.6641, -0.4063], [-1.9345, 1.4931, -0.2938], [-0.8095, -0.5793, 0.3567], [-2.8895, -0.6446, -1.1157], [-3.1968, -0.2307, 1.2946], [-2.4299, -0.1136, 0.1084], [0.4380, 0.0850, -1.1620], [0.8786, 0.7424, 0.6428], [-0.4808, -1.4414, 0.0458]]
}


{
  "formula": "CH3N3O2Si",
  "method": "the ωB97M-V functional and the def2-TZVPD basis",
  "homo_energy_ev": -10.832,
  "molar_mass_g_mol": 117.14,
  "charge": 0,
  "e_lumo_ev": -0.43,
  "homo_lumo_gap_ev": 10.40,
  "elements": ["C", "N", "N", "N", "O", "O", "Si", "H", "H", "H"],
  "coordinates": [[-0.4039, 1.7700, 0.1285], [-0.7718, 2.8356, 0.1216], [1.4809, -0.3007, -0.6718], [-1.2030, -0.9631, 0.0229], [-2.2355, -0.7229, 0.5875], [-0.8832, -1.9397, -0.6598], [0.1915, 0.0925, 0.3683], [2.0043, -1.1466, -0.8265], [1.7779, 0.5264, -1.2161], [0.0427, -0.1515, 2.1454]]
}


{
  "formula": "CH3N3S",
  "method": "the ωB97M-V functional and the def2-TZVPD basis",
  "homo_energy_ev": -8.696,
  "molar_mass_g_mol": 89.12,
  "charge": 0,
  "e_lumo_ev": -0.17,
  "homo_lumo_gap_ev": 8.52,
  "elements": ["C", "N", "N", "N", "S", "H", "H", "H"],
  "coordinates": [[-2.6783, 0.3243, 0.8187], [0.5937, -1.0319, -1.3029], [0.9975, -0.3742, -2.1304], [1.3310, 0.3601, -3.0101], [-1.5268, 1.3299, 0.3843], [-3.4600, 0.7635, 1.4954], [-2.6595, -0.7099, 0.4674], [2.1270, 0.5927, -3.5127]]
}


{
  "formula": "CH3N3S2",
  "method": "the ωB97M-V functional and the def2-TZVPD basis",
  "homo_energy_ev": [-7.538, -7.541],
  "molar_mass_g_mol": 121.19,
  "charge": 0,
  "e_lumo_ev": [-0.75, -0.75],
  "homo_lumo_gap_ev": [6.78, 6.79],
  "elements": ["C", "N", "N", "N", "S", "S", "H", "H", "H"],
  "coordinates": [[0.7787, 1.1519, 0.0760], [-0.2413, 0.6880, -0.5999], [-1.1999, -0.0592, -0.7140], [-1.5183, -1.0479, 0.0889], [2.4349, 0.6925, 0.2811], [2.8108, -1.0751, -0.3394], [0.8122, 2.2340, 0.1769], [-2.4686, -1.3866, -0.0724], [-1.4085, -1.1977, 1.1028]]
}


{
  "formula": "CH3N3S2",
  "method": "the ωB97M-V functional and the def2-TZVPD basis",
  "homo_energy_ev": [-8.391, -7.710],
  "molar_mass_g_mol": 121.19,
  "charge": 0,
  "e_lumo_ev": [-0.89, -1.58],
  "homo_lumo_gap_ev": [7.50, 6.13],
  "elements": ["C", "N", "N", "N", "S", "S", "H", "H", "H"],
  "coordinates": [[-0.5572, -0.0510, 1.0863], [0.2574, 0.8851, 0.5322], [1.2574, 0.8549, -0.2141], [1.5149, -0.1549, -0.9785], [-2.3326, -0.1638, 1.2573], [-3.2893, 0.6313, -0.3280], [-0.0848, -1.1087, 1.2790], [2.2308, 0.1145, -1.5951], [1.0034, -1.0074, -1.0390]]
}


{
  "formula": "CH3N4",
  "method": "the ωB97M-V functional and the def2-TZVPD basis",
  "homo_energy_ev": [-16.799, -16.878],
  "molar_mass_g_mol": 71.06,
  "charge": 1,
  "e_lumo_ev": [-7.97, -8.02],
  "homo_lumo_gap_ev": [8.83, 8.86],
  "elements": ["C", "N", "N", "N", "N", "H", "H", "H"],
  "coordinates": [[-1.3411, 0.2200, -0.0014], [-2.3515, 1.1330, 0.1250], [-2.8324, 0.1195, 0.7131], [-2.0535, -0.9003, 0.1312], [0.7685, 0.7357, -0.0717], [-1.8403, -1.8408, 0.4658], [0.7217, 1.7087, 0.2325], [1.1656, 0.1472, 0.6671]]
}


{
  "formula": "CH3N4O",
  "method": "the ωB97M-V functional and the def2-TZVPD basis",
  "homo_energy_ev": -15.970,
  "molar_mass_g_mol": 87.06,
  "charge": 1,
  "e_lumo_ev": -5.06,
  "homo_lumo_gap_ev": 10.91,
  "elements": ["C", "N", "N", "N", "N", "O", "H", "H", "H"],
  "coordinates": [[-1.6034, -0.0180, -1.0070], [1.1072, 0.3632, -2.0709], [0.9357, 0.2571, -0.9676], [1.1551, 0.3551, 0.2120], [0.2926, -0.0828, 1.2309], [-2.1064, -0.2494, -2.0095], [0.2760, -1.1016, 1.3927], [-0.6636, 0.2074, 1.1706], [0.6068, 0.2690, 2.0487]]
}


{
  "formula": "CH3N4O",
  "method": "the ωB97M-V functional and the def2-TZVPD basis",
  "homo_energy_ev": [-14.800, -14.799],
  "molar_mass_g_mol": 87.06,
  "charge": 1,
  "e_lumo_ev": [-5.29, -5.29],
  "homo_lumo_gap_ev": [9.51, 9.51],
  "elements": ["C", "N", "N", "N", "N", "O", "H", "H", "H"],
  "coordinates": [[0.6709, 2.4145, -1.1230], [0.4542, 1.3244, -0.6302], [0.9750, 0.3493, -0.0547], [0.9797, -0.6397, 0.4793], [-0.7341, -1.6752, 0.7321], [0.6034, 3.4076, -1.6347], [-0.9250, -2.4446, 0.0423], [-1.3513, -0.8112, 0.5747], [-0.6729, -1.9252, 1.6143]]
}


{
  "formula": "CH3N5",
  "method": "the ωB97M-V functional and the def2-TZVPD basis",
  "homo_energy_ev": -9.014,
  "molar_mass_g_mol": 85.07,
  "charge": 0,
  "e_lumo_ev": 0.81,
  "smiles": "N=c1[nH]nn[nH]1",
  "homo_lumo_gap_ev": 9.82,
  "elements": ["N", "C", "N", "N", "N", "N", "H", "H", "H"],
  "coordinates": [[1.5802, -0.6769, -0.3642], [0.4338, -0.2381, -0.1083], [-0.3902, 0.6000, -0.7359], [-1.6105, 0.7177, -0.0845], [-1.5772, 0.0438, 0.9513], [-0.2925, -0.4702, 1.0602], [1.9439, -0.2929, -1.1700], [-0.1059, 1.3265, -1.4702], [0.0185, -1.0099, 1.9217]]
}


{
  "formula": "CH3N5",
  "method": "the ωB97M-V functional and the def2-TZVPD basis",
  "homo_energy_ev": -8.964,
  "molar_mass_g_mol": 85.07,
  "charge": 0,
  "e_lumo_ev": 0.48,
  "smiles": "[H]/N=c1/nn[nH][nH]1",
  "homo_lumo_gap_ev": 9.45,
  "elements": ["H", "N", "C", "N", "N", "N", "N", "H", "H"],
  "coordinates": [[-2.4061, 0.5573, -0.0705], [-2.0679, -0.4062, -0.0361], [-0.7447, -0.2593, -0.0108], [-0.0499, -1.4912, 0.0471], [1.1907, -1.1712, -0.0625], [1.4178, 0.1126, -0.1386], [0.2326, 0.6971, 0.1097], [2.2206, 0.3370, 0.4727], [0.2068, 1.6240, -0.3110]]
}


It is found that the energy above the lowest of the compared OMol25 structures with the same formula, charge and spin values, taken in the order of the records, are 266.5 226.6 104.8 87.1 165.7 200.8 207.6 861.5 203.0 206.6 94.6 204.7 kJ/mol.